Formula: C22H49AlBr3F6NO27S9
Source: OMol25
Level of theory: ωB97M-V/def2-TZVPD

Calculated values
Gap between HOMO and LUMO (eV): 1.5
Total charge: +2

```
118
C22H49AlBr3F6NO27S9 ωB97M-V/def2-TZVPD
Al 2.304 2.173 1.897
C 1.153 0.907 -3.982
F -0.120 1.246 -4.048
F 1.526 0.274 -5.023
F 1.818 2.086 -3.885
S 1.442 -0.288 -2.410
O 1.291 -1.715 -2.582
O 2.811 0.091 -1.891
N 0.384 0.460 -1.244
S -0.979 -0.342 -1.372
O -1.220 -0.841 -2.747
O -1.030 -1.337 -0.250
C -2.301 0.945 -0.823
F -2.867 1.229 -2.024
F -3.138 0.310 -0.034
F -1.757 1.985 -0.176
O 0.246 5.705 -1.029
S -0.833 6.515 -1.574
O -2.250 6.329 -1.159
O -0.552 8.110 -1.397
C -1.507 9.168 -1.857
C -1.039 9.986 -3.078
C -0.699 6.322 -3.388
H -1.555 9.872 -1.026
H -2.565 8.917 -1.939
H -0.035 10.378 -2.921
H -1.794 10.743 -3.292
H -0.948 9.376 -3.976
H -1.429 7.041 -3.758
H -0.937 5.294 -3.663
H 0.356 6.497 -3.601
O -2.221 3.792 5.802
S -2.415 4.553 4.572
O -1.384 4.343 3.576
O -3.903 4.229 3.917
C -4.999 3.814 4.710
C -5.469 2.439 4.302
C -2.732 6.339 5.027
H -5.803 4.545 4.620
H -4.646 3.699 5.735
H -6.140 2.444 3.444
H -5.967 1.969 5.150
H -4.605 1.820 4.058
H -1.914 6.675 5.663
H -3.768 6.303 5.362
H -2.731 6.985 4.149
O 4.432 -4.321 1.215
S 3.637 -3.650 2.273
O 3.559 -2.198 2.249
O 2.094 -4.230 2.179
C 2.034 -5.551 1.698
C 1.631 -5.445 0.225
C 4.059 -4.190 4.031
H 1.169 -5.881 2.274
H 2.766 -6.305 1.989
H 0.786 -4.758 0.260
H 1.258 -6.402 -0.141
H 2.379 -4.990 -0.425
H 5.096 -3.958 4.274
H 3.814 -5.248 4.130
H 3.368 -3.670 4.696
O 9.352 0.866 0.767
S 8.220 1.044 -0.207
O 6.863 1.340 0.326
O 8.558 2.188 -1.328
C 9.953 2.330 -1.673
C 9.880 2.060 -3.192
C 8.216 -0.387 -1.449
H 10.665 1.714 -1.124
H 10.411 3.317 -1.619
H 9.734 1.011 -3.451
H 10.657 2.393 -3.880
H 9.025 2.566 -3.642
H 7.579 -0.152 -2.302
H 7.816 -1.277 -0.964
H 9.250 -0.432 -1.788
O -0.771 -0.555 4.157
S -1.257 -1.422 5.249
O -0.404 -2.259 6.085
O -2.258 -0.370 6.060
C -2.336 -0.659 7.377
C -1.187 -0.064 8.254
C -2.665 -2.447 4.559
H -2.382 -1.745 7.462
H -3.250 -0.221 7.777
H -1.449 -0.270 9.292
H -1.047 1.006 8.104
H -0.282 -0.641 8.062
H -3.437 -1.769 4.197
H -3.208 -2.906 5.386
H -2.079 -3.128 3.941
C 5.673 -2.562 -7.540
Br 7.464 -2.423 -6.862
Br 5.030 -0.811 -8.215
Br 4.626 -3.378 -6.080
H 5.823 -3.129 -8.459
C -8.789 -4.112 -1.939
C -9.120 -4.770 -0.653
O -7.997 -4.374 0.175
S -6.546 -4.171 -0.725
O -5.901 -5.499 -0.640
O -5.878 -2.918 -0.404
O -7.355 -3.953 -2.150
H -9.249 -3.124 -1.969
H -9.264 -4.575 -2.805
H -9.259 -5.850 -0.689
H -9.956 -4.294 -0.139
C -1.720 -4.605 -5.475
C -2.065 -5.216 -4.075
O -1.037 -6.216 -3.784
S -0.330 -6.783 -5.251
O -0.980 -8.087 -5.501
O 1.140 -6.884 -5.129
O -0.993 -5.570 -6.216
H -1.052 -3.744 -5.504
H -2.631 -4.416 -6.043
H -3.007 -5.730 -3.885
H -1.954 -4.521 -3.242
```

***

Formula: C17H29FO7S
Source: OMol25
Level of theory: ωB97M-V/def2-TZVPD

Calculated values
SMILES: C#C[C@]1(CCCCCOC)OS(=O)(=O)O[C@]1(COCCOCC)[C@@H](C)F
Energy relative to the best compared isomer or geometry (same formula, charge and spin) (kcal/mol): 0.00
Gap between HOMO and LUMO (eV): 10.3

```
55
C17H29FO7S ωB97M-V/def2-TZVPD
C 1.642 -0.946 0.619
C 0.832 -0.981 -0.264
C -0.268 -0.998 -1.214
C -1.595 -0.993 -0.392
C -1.853 -2.354 0.247
C -2.643 -2.313 1.568
C -2.177 -1.270 2.583
C -2.941 -1.403 3.926
O -3.661 -0.235 4.264
C -2.839 0.828 4.722
O -0.238 -2.194 -2.055
S -1.223 -1.967 -3.302
O -0.534 -2.437 -4.453
O -2.542 -2.431 -3.067
O -1.229 -0.376 -3.217
C -0.198 0.110 -2.297
C -0.644 1.503 -1.819
O 0.392 2.433 -1.661
C 0.886 2.582 -0.333
C 2.395 2.837 -0.348
O 3.057 2.113 0.681
C 4.040 1.207 0.188
C 4.670 0.480 1.373
C 1.101 0.086 -3.129
C 0.987 0.919 -4.396
F 2.170 0.505 -2.350
H 2.341 -0.743 1.397
H -1.472 -0.220 0.364
H -2.422 -0.680 -1.030
H -0.920 -2.891 0.424
H -2.420 -2.965 -0.456
H -2.513 -3.297 2.033
H -3.714 -2.212 1.378
H -1.103 -1.361 2.757
H -2.401 -0.276 2.192
H -3.672 -2.207 3.848
H -2.231 -1.656 4.722
H -3.042 1.015 5.780
H -1.777 0.609 4.601
H -3.093 1.731 4.164
H -1.246 1.427 -0.912
H -1.303 1.896 -2.596
H 0.397 3.459 0.106
H 0.651 1.724 0.298
H 2.805 2.579 -1.325
H 2.582 3.902 -0.187
H 4.788 1.743 -0.402
H 3.543 0.479 -0.460
H 4.337 0.939 2.304
H 5.757 0.488 1.335
H 4.357 -0.566 1.402
H 1.313 -0.945 -3.409
H 1.978 1.208 -4.742
H 0.360 1.799 -4.271
H 0.537 0.314 -5.184
```

***

Formula: C5H10
Source: OMol25
Level of theory: ωB97M-V/def2-TZVPD

Calculated values
SMILES: C=CC.C=C
Energy relative to the best compared isomer or geometry (same formula, charge and spin) (kcal/mol): 60.66
Gap between HOMO and LUMO (eV): 10.5

```
15
C5H10 ωB97M-V/def2-TZVPD
C -0.231 1.195 -3.741
C -0.239 0.947 -2.440
C -1.358 1.276 -1.499
H 0.643 1.199 -4.382
H -1.122 1.178 -4.365
H 0.677 0.616 -1.955
H -2.212 1.582 -2.102
H -0.991 2.017 -0.795
H -1.691 0.382 -0.967
C 0.593 -1.437 4.055
C 1.609 -2.070 3.468
H 0.680 -0.469 4.527
H -0.404 -1.814 3.840
H 2.455 -1.483 3.128
H 1.590 -3.119 3.229
```

***

Formula: C37H42GdN7O5PS
Source: OMol25
Level of theory: ωB97M-V/def2-TZVPD

Calculated values
2S+1: 7
Gap between HOMO and LUMO (alpha / beta) (eV): 4.2 / 4.2
<S²>: 12.20

```
94
C37H42GdN7O5PS ωB97M-V/def2-TZVPD
Gd 1.826 -0.781 0.949
O 3.572 0.533 1.172
N 3.677 1.704 1.802
C 4.932 2.175 2.029
C 5.083 3.338 2.840
C 3.964 4.064 3.211
C 2.660 3.618 2.821
C 2.499 2.398 2.182
S 0.956 1.797 1.667
H 5.788 1.567 1.753
H 6.096 3.551 3.105
H 3.977 4.983 3.858
H 1.810 4.160 3.168
C -5.646 -1.282 -11.051
O -5.793 -1.518 -9.663
C -4.764 -1.579 -8.785
C -3.461 -1.092 -9.013
C -2.578 -1.147 -7.953
C -2.976 -1.663 -6.699
C -4.242 -2.150 -6.472
C -5.154 -2.031 -7.504
C -2.260 -1.320 -5.498
N -2.758 -1.458 -4.231
C -1.770 -1.028 -3.407
C -0.641 -0.658 -4.149
N -0.996 -0.785 -5.504
C 0.555 -0.307 -3.496
C 1.646 0.138 -4.226
C 2.770 0.603 -3.504
C 2.800 0.330 -2.169
N 1.751 -0.090 -1.469
C 0.557 -0.325 -2.080
C -0.584 -0.686 -1.285
N -0.547 -0.678 0.108
C -1.622 -0.984 0.813
C -2.829 -1.367 0.170
C -2.917 -1.396 -1.221
C -1.762 -1.000 -2.001
H -6.696 -1.017 -11.476
H -5.305 -2.180 -11.653
H -4.982 -0.417 -11.267
H -3.146 -0.714 -10.043
H -1.588 -0.666 -8.046
H -4.425 -2.670 -5.501
H -6.177 -2.256 -7.305
H -0.347 -0.553 -6.304
H 1.762 0.088 -5.318
H 3.571 1.201 -4.040
H 3.690 0.500 -1.591
H -1.659 -0.958 1.912
H -3.606 -1.700 0.837
H -3.804 -1.580 -1.779
C 1.965 0.485 7.321
C 0.887 1.417 7.808
O 0.810 2.663 7.013
P 0.135 2.693 5.531
O -0.700 1.300 5.628
C -1.816 1.083 4.741
C -2.384 -0.257 5.180
O -1.203 3.637 5.757
C -0.866 4.858 6.404
C -2.158 5.525 6.899
H 1.907 -0.394 7.981
H 2.962 0.946 7.314
H 1.838 0.087 6.350
H 1.090 1.719 8.830
H -0.159 0.922 7.778
H -1.529 0.938 3.685
H -2.466 1.920 4.817
H -1.665 -1.071 5.177
H -3.219 -0.527 4.440
H -2.830 -0.226 6.155
H -0.294 5.465 5.651
H -0.248 4.680 7.291
H -2.804 5.780 6.014
H -1.936 6.499 7.424
H -2.719 4.882 7.608
C 1.479 -1.538 3.238
H 0.834 -2.296 3.776
H 1.269 -0.619 3.797
H 2.539 -1.855 3.455
N 1.171 -3.619 0.458
C 2.343 -3.500 -0.313
C 2.475 -4.019 -1.596
C 3.731 -3.980 -2.198
C 4.721 -3.142 -1.728
C 4.456 -2.482 -0.508
N 3.318 -2.552 0.168
H 0.463 -4.167 -0.007
H 1.298 -3.948 1.391
H 1.698 -4.606 -2.058
H 3.872 -4.621 -3.120
H 5.705 -3.052 -2.192
H 5.122 -1.740 -0.048
```

***

Formula: C13H24O2
Source: OMol25
Level of theory: ωB97M-V/def2-TZVPD

Calculated values
SMILES: CC(C)[C@@H]1CC[C@@H](C)C[C@H]1OC[C@H]1CO1
Energy relative to the best compared isomer or geometry (same formula, charge and spin) (kcal/mol): 82.61
Gap between HOMO and LUMO (eV): 10.4

```
39
C13H24O2 ωB97M-V/def2-TZVPD
C -0.795 2.755 -2.354
C -0.802 2.158 -0.951
C -0.254 3.168 0.068
C -0.103 0.710 -0.922
C -0.612 -0.239 -2.066
C -0.368 -1.717 -1.793
C -1.162 -2.188 -0.568
C -0.480 -3.459 -0.127
C -1.396 -1.115 0.514
C -0.286 -0.006 0.489
O 0.972 -0.685 0.696
C 1.345 -1.140 1.940
C 2.497 -0.372 2.639
C 2.139 1.047 2.904
O 2.319 0.090 3.942
H -1.587 3.599 -2.407
H -1.110 2.024 -3.146
H 0.158 3.225 -2.622
H -1.844 2.058 -0.689
H 0.834 3.203 -0.028
H -0.524 2.709 0.939
H -0.717 4.133 -0.265
H 1.030 0.767 -1.245
H -1.664 -0.134 -2.166
H -0.070 0.105 -2.876
H -0.753 -2.284 -2.681
H 0.674 -1.870 -1.751
H -2.187 -2.573 -0.780
H -0.819 -3.866 0.854
H 0.590 -3.259 -0.173
H -0.703 -4.202 -0.855
H -2.433 -0.732 0.408
H -1.306 -1.610 1.544
H -0.386 0.777 1.292
H 0.475 -1.228 2.591
H 1.742 -2.167 1.888
H 3.472 -0.645 2.352
H 1.121 1.327 2.773
H 2.993 1.637 2.632
```

***

Formula: C14H17N2O
Source: OMol25
Level of theory: ωB97M-V/def2-TZVPD

Calculated values
SMILES: c1ccc(C2=NO[C@@]3(C2)C[N@@H+]2CC[C@H]3C2)cc1
Energy relative to the best compared isomer or geometry (same formula, charge and spin) (kcal/mol): 0.00
Gap between HOMO and LUMO (eV): 8.4
Total charge: +1

```
34
C14H17N2O ωB97M-V/def2-TZVPD
C 4.194 3.323 -0.347
C 4.580 2.132 0.206
C 3.679 1.057 0.289
C 2.381 1.181 -0.242
C 1.365 0.130 -0.108
N 1.658 -1.057 0.385
O 0.515 -1.885 0.410
C -0.643 -1.093 0.029
C -0.075 0.230 -0.541
C -1.475 -1.971 -0.973
N -2.641 -2.361 -0.132
C -3.578 -1.229 -0.101
C -2.878 -0.202 0.829
C -1.615 -0.980 1.238
C -2.178 -2.382 1.233
C 1.999 2.363 -0.862
C 2.918 3.423 -0.954
H 4.897 4.162 -0.435
H 5.571 2.040 0.639
H 4.037 0.148 0.707
H -0.191 0.313 -1.628
H -0.534 1.114 -0.072
H -0.866 -2.809 -1.314
H -1.770 -1.360 -1.821
H -3.049 -3.251 -0.426
H -4.581 -1.499 0.242
H -3.703 -0.769 -1.068
H -2.680 0.760 0.370
H -3.489 -0.062 1.712
H -1.146 -0.640 2.172
H -1.424 -3.143 1.434
H -2.967 -2.540 1.951
H 1.022 2.539 -1.313
H 2.668 4.317 -1.509
```

***

Formula: C3H9N4
Source: OMol25
Level of theory: ωB97M-V/def2-TZVPD

Calculated values
Energy relative to the best compared isomer or geometry (same formula, charge and spin) (kcal/mol): 51.92
Gap between HOMO and LUMO (eV): 10.8
Total charge: +1

```
16
C3H9N4 ωB97M-V/def2-TZVPD
C -0.032 1.314 -1.836
C -0.735 1.402 0.487
C 0.643 -1.224 0.950
N 1.065 0.801 -1.484
N -0.439 -0.559 0.983
N -1.028 1.351 -0.806
N 0.699 -2.512 1.244
H -0.399 1.756 -2.673
H -1.664 1.547 1.026
H 0.236 1.786 0.499
H 1.467 -0.800 0.570
H 1.751 0.820 -2.239
H -1.269 -1.051 1.256
H -1.915 1.069 -1.207
H -0.033 -2.836 1.852
H 1.652 -2.863 1.378
```

***

Formula: C4H6GaO3
Source: OMol25
Level of theory: ωB97M-V/def2-TZVPD

Calculated values
Energy relative to the best compared isomer or geometry (same formula, charge and spin) (kcal/mol): 31.34
Gap between HOMO and LUMO (eV): 6.8
Total charge: +3

```
14
C4H6GaO3 ωB97M-V/def2-TZVPD
O -0.348 0.437 -0.755
C -0.884 -0.636 -0.207
C -1.529 -0.587 1.117
H -2.381 -1.270 1.128
H -0.802 -0.827 1.906
H -1.861 0.436 1.349
C 2.002 -0.950 -1.800
O 2.811 -0.445 -1.158
Ga -0.003 -0.601 -2.360
O -0.261 -1.643 -0.653
C 0.740 1.309 0.180
H 1.112 0.794 1.070
H 1.373 1.958 -0.425
H 0.031 2.024 0.608
```

***

Please write out number 7 again, unchanged.
Formula: C3H9N4
Source: OMol25
Level of theory: ωB97M-V/def2-TZVPD

Calculated values
Energy relative to the best compared isomer or geometry (same formula, charge and spin) (kcal/mol): 51.92
Gap between HOMO and LUMO (eV): 10.8
Total charge: +1

```
16
C3H9N4 ωB97M-V/def2-TZVPD
C -0.032 1.314 -1.836
C -0.735 1.402 0.487
C 0.643 -1.224 0.950
N 1.065 0.801 -1.484
N -0.439 -0.559 0.983
N -1.028 1.351 -0.806
N 0.699 -2.512 1.244
H -0.399 1.756 -2.673
H -1.664 1.547 1.026
H 0.236 1.786 0.499
H 1.467 -0.800 0.570
H 1.751 0.820 -2.239
H -1.269 -1.051 1.256
H -1.915 1.069 -1.207
H -0.033 -2.836 1.852
H 1.652 -2.863 1.378
```

***

What did the second record say?
Formula: C17H29FO7S
Source: OMol25
Level of theory: ωB97M-V/def2-TZVPD

Calculated values
SMILES: C#C[C@]1(CCCCCOC)OS(=O)(=O)O[C@]1(COCCOCC)[C@@H](C)F
Energy relative to the best compared isomer or geometry (same formula, charge and spin) (kcal/mol): 0.00
Gap between HOMO and LUMO (eV): 10.3

```
55
C17H29FO7S ωB97M-V/def2-TZVPD
C 1.642 -0.946 0.619
C 0.832 -0.981 -0.264
C -0.268 -0.998 -1.214
C -1.595 -0.993 -0.392
C -1.853 -2.354 0.247
C -2.643 -2.313 1.568
C -2.177 -1.270 2.583
C -2.941 -1.403 3.926
O -3.661 -0.235 4.264
C -2.839 0.828 4.722
O -0.238 -2.194 -2.055
S -1.223 -1.967 -3.302
O -0.534 -2.437 -4.453
O -2.542 -2.431 -3.067
O -1.229 -0.376 -3.217
C -0.198 0.110 -2.297
C -0.644 1.503 -1.819
O 0.392 2.433 -1.661
C 0.886 2.582 -0.333
C 2.395 2.837 -0.348
O 3.057 2.113 0.681
C 4.040 1.207 0.188
C 4.670 0.480 1.373
C 1.101 0.086 -3.129
C 0.987 0.919 -4.396
F 2.170 0.505 -2.350
H 2.341 -0.743 1.397
H -1.472 -0.220 0.364
H -2.422 -0.680 -1.030
H -0.920 -2.891 0.424
H -2.420 -2.965 -0.456
H -2.513 -3.297 2.033
H -3.714 -2.212 1.378
H -1.103 -1.361 2.757
H -2.401 -0.276 2.192
H -3.672 -2.207 3.848
H -2.231 -1.656 4.722
H -3.042 1.015 5.780
H -1.777 0.609 4.601
H -3.093 1.731 4.164
H -1.246 1.427 -0.912
H -1.303 1.896 -2.596
H 0.397 3.459 0.106
H 0.651 1.724 0.298
H 2.805 2.579 -1.325
H 2.582 3.902 -0.187
H 4.788 1.743 -0.402
H 3.543 0.479 -0.460
H 4.337 0.939 2.304
H 5.757 0.488 1.335
H 4.357 -0.566 1.402
H 1.313 -0.945 -3.409
H 1.978 1.208 -4.742
H 0.360 1.799 -4.271
H 0.537 0.314 -5.184
```